C36H49N5P2SiTi | ωB97M-V/def2-TZVPD

Atoms and positions in Å:
N1 -3.50242 -1.02997 -3.40815
H1 0.57822 -1.22081 -0.14647
H2 -0.18237 3.58668 2.62000
H3 -0.52596 2.61707 6.00068
H4 0.34010 3.10987 4.52522
H5 -1.52424 0.94437 -5.03334
H6 3.59526 1.41264 5.33187
H7 0.82040 -0.31543 -4.69855
H8 -4.75239 -1.13558 6.22480
C1 0.61548 -2.65306 2.17805
H9 -1.83929 1.93535 3.13747
C2 -1.35918 0.61079 1.54248
H10 -5.40008 -3.54124 -4.42908
C3 -0.43228 2.94758 1.75443
P1 1.77628 -1.13524 -2.57880
N2 3.06307 -0.04410 -3.12024
C4 -4.24649 -0.42923 -4.43330
C5 2.71608 -3.56033 -5.69233
H11 4.95650 1.66987 -5.21731
H12 1.12095 3.23070 6.11652
C6 -2.47351 2.32960 -2.20893
H13 -0.12013 -3.20975 1.57105
H14 -1.06797 3.56397 1.08536
H15 -2.86966 2.23731 -1.20173
H16 -3.88116 -2.33236 4.22007
C7 0.62279 -0.12543 -0.01376
H17 -1.49708 -0.33813 -0.28613
C8 2.57386 -3.67927 -3.42937
C9 5.14716 0.84221 -3.12865
H18 -0.91870 0.75018 6.77036
H19 -4.10283 0.60405 -4.70694
H20 -3.39898 -3.03660 -2.63813
H21 0.72150 0.26519 7.76339
H22 3.12662 -5.47436 -4.57988
H23 -0.70191 -2.19737 -3.36691
H24 2.13853 -1.39141 -5.73505
C10 -3.23374 -1.64970 4.76465
C11 0.45109 2.61385 5.49822
C12 -1.21034 1.79763 2.25237
H25 0.40486 0.65907 -3.28400
C13 -1.09289 -0.54260 5.01763
H26 2.55945 -3.93190 -2.37684
C14 -1.77905 1.63408 -4.24573
H27 0.60497 2.66570 -0.15074
H28 2.86691 -3.81640 -6.73362
H29 1.42896 3.68370 1.00096
C15 1.57395 0.26805 7.07577
H30 3.29318 0.18401 4.07687
H31 -5.87224 -1.19223 -5.71274
H32 -1.48618 -2.04501 3.47276
Ti1 0.16307 -0.73965 2.49019
C16 -1.56301 0.07699 6.20284
C17 -3.88000 -2.38188 -3.34693
H33 -1.24883 -1.12897 -4.65972
H34 -0.92230 1.34192 -0.43314
C18 1.86623 1.65965 1.27304
C19 4.52899 1.13157 -4.38653
N3 0.15475 -0.22469 4.45024
C20 -1.91754 -1.45180 4.31610
H35 1.60887 -2.71015 1.69457
C21 -0.80577 0.41683 0.14655
N4 -2.22336 1.18209 -2.99668
C22 2.85584 -4.42678 -4.56485
C23 -0.84588 -1.13942 -3.63242
H36 0.62933 -3.04372 3.22060
C24 -5.13680 -1.36451 -4.94566
C25 -1.71053 3.01641 -4.22843
N5 2.24941 -2.38065 -3.81416
H37 2.78441 1.95396 1.78360
C26 4.24123 0.10583 -2.37415
C27 -2.87727 -0.13385 6.61992
H38 -3.22159 0.37515 7.52346
H39 -2.22447 -0.02626 1.79691
H40 4.28852 -0.30002 -1.37163
C28 0.49589 -0.37372 -3.64386
C29 -3.72003 -0.98509 5.89712
C30 2.90782 1.10735 4.52585
H41 -1.30766 3.62662 -5.02406
Si1 1.25353 0.92310 5.35564
C31 -4.89554 -2.60328 -4.26527
P2 -2.10742 -0.49963 -2.43559
H42 1.97729 -0.75027 7.03166
H43 6.13898 1.14024 -2.82388
C32 0.89429 2.71628 0.91422
C33 1.65525 0.29647 1.03985
H44 2.92540 1.89713 3.76663
C34 3.25571 0.57601 -4.35850
C35 -2.19625 3.45746 -2.96111
C36 2.34608 -2.31100 -5.20464
H45 2.47297 -0.43675 1.17083
H46 2.47509 0.62694 -5.10349
H47 1.00407 0.25314 -0.98363
H48 2.33763 0.91124 7.53126
H49 -2.33155 4.48362 -2.63703

Atoms 1-2, force components in eV/Å:
N 0.01 -1.02 0.34
H 0.31 0.39 0.23

Its largest force on an atom is 0.11104 Eh/bohr. As for the frontier orbital gap (alpha / beta): 3.39 / 3.39 eV. The molecular weight comes out at 689.7 g/mol. The LUMO energy (alpha / beta) is -0.3130 / -0.3129 Ha. The total charge is +2.

C36H50BrN3OP2Pb | ωB97M-V/def2-TZVPD

Atoms and positions in Å:
H1 -2.17971 -2.58125 -2.25631
C1 -1.40473 -1.67643 0.60109
O1 -1.21082 1.66952 3.54791
H2 -3.54390 0.12412 2.86409
H3 1.01505 -0.59291 -6.11124
C2 0.87981 -6.63260 2.67211
H4 -0.88763 4.07187 4.06687
H5 -1.93838 -0.92768 -4.86066
H6 5.27504 -4.76496 0.60684
H7 -0.02911 6.10464 -0.39912
C3 -4.07168 1.77796 1.55508
C4 0.18621 5.62437 2.97959
C5 -2.20398 1.90295 2.85401
Br1 -0.83815 0.93433 -0.24948
C6 -0.79245 -7.59251 4.14688
C7 -0.41048 -4.68634 -2.53207
H8 -1.48206 -3.83033 0.70430
H9 3.41932 -0.40006 1.45461
H10 2.38985 -1.57170 -1.36191
H11 0.94311 0.28909 2.05084
H12 6.38256 -4.26301 1.85464
H13 1.81242 -1.96257 2.76684
C8 -1.10762 4.61864 0.70982
H14 2.79898 -3.28381 -1.70044
H15 1.61302 -9.77781 3.75435
Pb1 2.60295 -4.52969 0.27257
H16 0.15607 -3.63648 -4.35402
H17 -1.45451 -4.73614 -2.87315
C9 0.86188 -1.41125 -5.39390
H18 1.46128 -3.79625 -3.17431
C10 5.31424 -4.33020 1.61703
C11 4.63300 -2.93873 1.69044
C12 -0.54262 -0.58710 0.75954
H19 0.04415 -5.66561 -2.72642
H20 -4.06515 5.01720 1.23558
H21 -0.40052 -4.51433 -1.44446
H22 5.00704 1.45419 0.94692
C13 0.37801 -3.61262 -3.27811
H23 -1.54754 4.16198 -0.17815
C14 1.06725 -8.84101 3.63614
H24 1.73464 -2.07560 -5.45992
N1 -2.40305 3.10973 2.14482
C15 1.01781 -4.26431 1.65564
H25 -0.02513 -1.96498 -5.73328
C16 -2.24679 -1.81474 -4.29130
C17 -1.73826 -1.76857 -2.85198
H26 4.81582 -2.75625 -2.89222
C18 0.41776 6.20247 1.72200
H27 0.00886 0.03889 -4.01688
H28 3.40138 -2.00010 -3.63569
C19 1.34354 -5.51419 1.86041
N2 -0.07785 -8.70861 4.29943
H29 4.84934 -5.03087 2.32382
C20 5.27548 0.43041 0.66150
H30 5.80978 0.47904 -0.29610
H31 -2.36132 -1.54813 0.10446
N3 -3.48173 2.97869 1.34217
H32 -6.20322 1.82073 1.21850
H33 3.61933 -2.96692 2.12862
H34 -3.50300 4.30772 -0.30951
H35 0.70659 5.99351 3.86478
H36 5.26063 -2.25549 2.30211
C21 -0.22107 5.68577 0.58813
C22 0.49221 -0.62914 1.69763
H37 4.56035 -1.00839 -2.69271
H38 1.10303 7.04487 1.63425
H39 -1.74615 -7.53101 4.68082
C23 -3.33724 1.09743 2.48324
P1 0.08579 -1.91137 -2.64955
H40 3.36414 0.01410 -0.26371
C24 4.05296 -1.97848 -2.75341
C25 1.59386 -7.83473 2.81772
H41 -5.21722 1.64009 -0.25833
H42 -2.01119 -0.82076 -2.36028
C26 3.22787 -2.27828 -1.49226
C27 -4.04503 4.10439 0.62269
H43 -0.96355 -5.61232 3.30778
C28 -0.95284 -2.93157 0.99894
P2 4.35779 -2.16063 0.01829
H44 1.67252 -0.42591 -3.63016
H45 -5.07229 3.84052 0.35520
C29 0.70648 -0.81254 -3.99662
C30 4.00144 -0.42474 0.51961
H46 -3.34329 -1.83648 -4.27244
H47 -1.91335 -2.71459 -4.82804
H48 -5.38783 0.28274 0.88168
H49 5.96414 0.05700 1.42907
C31 -1.42570 4.12066 1.97987
C32 0.29017 -3.03624 1.66184
C33 -0.35345 -6.52067 3.35849
C34 -5.28238 1.37376 0.80820
H50 2.54803 -7.97377 2.31676
C35 -0.71681 4.56880 3.10870
C36 0.91419 -1.87214 2.15060

Atoms 1-2, force components in eV/Å:
H 0.03 0.21 -0.09
C 0.53 -0.31 -0.06

The energy relative to the best compared isomer or geometry (same formula, charge and spin) comes out at 84.35 kcal per mole. Its largest force on an atom is 0.11360 Eh/bohr. As for the frontier orbital gap (alpha / beta): 4.91 / 2.57 eV. The molecular weight comes out at 889.9 g/mol. The LUMO energy (alpha / beta) is -0.2642 / -0.3505 Ha. The total charge is +2.

Look up the molecular weight of the second one.
889.9 g/mol